[1]
89
Properties=species:S:1:pos:R:3:forces:R:3:mulliken_charge:R:1 method="wB97M-V/def2-TZVPD" spin_multiplicity=1 orbital_gap_ev="6.0726 / 5.8523" homo_energy_ev="-7.044 / -6.752" fmax_ev_per_a=2.26 e_tot_ha=-4028.1205 relative_energy_kj_mol=432.2 charge=0
Pt 0.179 0.026 -0.080 -0.4 -0.3 2.2 2.06
O -3.573 0.420 0.504 -0.2 0.1 0.4 -0.80
S -2.386 -0.319 0.011 -0.6 -0.2 -0.5 1.08
C -2.780 -2.067 0.178 0.2 0.1 -0.1 -0.49
C -4.119 -2.414 0.260 0.0 0.1 0.0 0.04
C -4.470 -3.716 0.573 0.0 0.0 0.0 -0.92
C -3.478 -4.654 0.819 0.0 0.0 0.0 -0.75
C -2.140 -4.294 0.753 0.1 0.0 0.0 -0.56
C -1.767 -2.989 0.437 0.0 0.2 0.0 -0.46
P 0.002 -2.499 0.379 -0.2 0.8 -0.1 1.88
C 0.902 -4.038 -0.027 0.2 -0.1 -0.1 0.55
C 2.071 -4.408 0.635 -0.1 0.0 0.0 -0.68
C 2.751 -5.561 0.274 0.0 -0.1 0.0 -0.77
C 2.259 -6.378 -0.730 0.0 0.0 0.1 -0.56
C 1.083 -6.032 -1.380 0.0 -0.1 0.0 -0.81
C 0.421 -4.863 -1.046 0.0 0.1 0.0 -0.40
C 0.435 -2.422 2.202 0.0 0.3 -0.3 0.98
C -0.429 -2.797 3.224 0.1 0.0 -0.2 -0.82
C -0.065 -2.599 4.550 0.0 0.0 0.1 -0.80
C 1.164 -2.044 4.867 0.0 0.0 0.1 -0.85
C 2.040 -1.683 3.852 0.0 -0.1 -0.1 -1.01
C 1.667 -1.852 2.530 0.0 -0.2 0.0 -0.52
C -2.427 0.000 -1.764 0.1 0.1 0.0 0.76
C -2.919 -0.873 -2.713 0.0 -0.1 0.1 -0.77
C -2.944 -0.479 -4.042 0.0 0.0 0.0 -0.87
C -2.513 0.790 -4.402 0.0 0.0 -0.1 -1.00
C -2.036 1.668 -3.442 0.0 -0.1 0.1 -0.39
C -1.959 1.273 -2.112 0.0 0.0 0.0 0.45
P -1.338 2.367 -0.763 -0.1 0.6 -0.6 0.21
C 0.294 3.039 -1.288 -0.1 0.0 -0.1 0.91
C 0.963 2.829 -2.491 0.0 0.0 0.1 -0.03
C 2.165 3.480 -2.741 0.0 0.0 -0.1 -0.83
C 2.705 4.352 -1.808 0.0 0.0 0.0 -0.58
C 2.049 4.559 -0.601 0.1 0.0 0.1 -0.76
C 0.859 3.902 -0.342 -0.1 -0.1 0.0 -0.92
C -2.389 3.844 -1.135 0.0 -0.1 0.2 0.16
C -1.968 4.951 -1.866 0.0 0.0 0.0 -0.31
C -2.824 6.026 -2.059 0.0 0.0 0.0 -0.77
C -4.101 6.009 -1.520 0.0 0.0 0.0 -0.51
C -4.530 4.903 -0.800 -0.1 0.0 0.0 -0.67
C -3.679 3.827 -0.605 0.0 0.0 0.1 -0.55
H -4.863 -1.643 0.100 0.0 0.0 0.0 0.55
H -5.515 -3.988 0.641 0.0 0.0 0.0 0.41
H -3.745 -5.671 1.077 0.0 0.0 0.0 0.45
H -1.373 -5.028 0.965 0.0 0.0 0.0 0.61
H 2.462 -3.803 1.436 0.0 0.0 0.0 0.30
H 3.671 -5.823 0.781 0.0 0.0 0.0 0.43
H 2.792 -7.278 -1.008 0.0 0.0 0.0 0.40
H 0.690 -6.674 -2.157 0.0 0.1 0.0 0.42
H -0.466 -4.571 -1.589 0.0 -0.1 0.0 0.38
H -1.382 -3.251 2.987 -0.1 0.1 0.1 0.33
H -0.752 -2.881 5.338 0.0 0.0 0.0 0.42
H 1.431 -1.881 5.904 0.0 0.0 0.0 0.41
H 3.007 -1.258 4.093 0.0 0.0 0.0 0.35
H 2.329 -1.545 1.727 0.0 0.0 0.1 0.79
H -3.264 -1.858 -2.425 0.0 0.0 0.0 0.40
H -3.301 -1.163 -4.800 0.0 0.0 0.0 0.42
H -2.544 1.100 -5.439 0.0 0.0 0.0 0.41
H -1.713 2.662 -3.723 0.0 0.0 0.0 0.54
H 0.565 2.146 -3.222 0.0 -0.1 -0.1 0.38
H 2.675 3.309 -3.681 0.0 0.0 0.0 0.43
H 3.635 4.866 -2.020 0.0 0.0 0.0 0.39
H 2.462 5.240 0.135 0.0 0.0 0.0 0.46
H 0.328 4.073 0.589 0.1 0.0 0.0 0.38
H -0.968 4.987 -2.280 0.0 0.0 0.0 0.39
H -2.490 6.885 -2.628 0.0 0.0 0.0 0.41
H -4.757 6.860 -1.656 0.0 0.0 0.0 0.38
H -5.528 4.890 -0.380 0.0 0.0 0.0 0.42
H -4.000 2.964 -0.030 0.0 0.0 0.0 0.44
S 0.369 0.984 2.150 0.1 0.0 -0.7 -0.86
C 2.020 1.436 2.177 -0.1 -0.2 0.1 1.01
N 2.913 0.986 1.299 -0.1 0.0 0.1 0.47
C 4.326 1.332 1.316 0.1 0.0 0.0 -0.67
C 4.752 1.731 2.719 -0.1 0.0 0.0 -0.52
C 3.783 2.770 3.259 0.1 -0.1 0.0 -0.66
N 2.434 2.231 3.175 0.1 0.1 -0.1 -0.24
H 2.553 0.381 0.563 0.0 0.1 -0.1 -0.36
H 4.507 2.150 0.614 0.0 0.0 0.0 0.33
H 4.900 0.469 0.978 -0.1 0.0 -0.1 0.36
H 5.767 2.125 2.703 0.0 0.0 0.0 0.38
H 4.730 0.857 3.374 0.0 0.0 0.0 0.19
H 3.859 3.699 2.686 0.0 0.0 0.0 0.25
H 4.000 2.994 4.302 0.0 0.0 0.0 0.41
H 1.723 2.558 3.806 -0.1 0.0 0.0 0.25
O 1.940 -1.455 -0.913 0.4 -0.7 -0.5 -0.58
S 1.004 -1.539 -2.085 1.2 -0.1 -0.7 0.81
O 1.558 -2.234 -3.204 -0.1 -0.1 -0.1 -0.74
O -0.262 -2.264 -1.572 0.1 -0.3 0.5 -0.43
O 0.557 -0.162 -2.376 -0.2 0.3 0.2 -0.41

[2]
85
Properties=species:S:1:pos:R:3:forces:R:3:mulliken_charge:R:1 method="wB97M-V/def2-TZVPD" spin_multiplicity=1 orbital_gap_ev=7.1342 homo_energy_ev=-10.307 fmax_ev_per_a=1.17 e_tot_ha=-4386.3771 relative_energy_kj_mol=76.6 charge=+1
Sn 0.092 0.049 0.144 0.8 0.7 -0.2 0.67
O 5.103 0.404 0.391 -0.1 0.0 -0.1 -0.56
C 5.030 0.257 1.730 -0.2 0.0 0.3 0.38
C 6.197 -0.098 2.401 0.0 0.0 -0.1 -0.75
C 6.191 -0.265 3.771 0.0 0.0 0.0 -0.34
C 5.024 -0.068 4.503 0.0 0.0 0.1 -0.83
C 3.868 0.303 3.850 0.0 0.0 -0.1 -0.81
C 3.845 0.466 2.461 0.2 0.0 -0.2 0.16
C 2.587 0.850 1.800 -0.2 0.0 -0.3 1.12
O 2.377 0.542 0.557 -0.2 -0.4 0.1 -0.27
N 1.715 1.532 2.522 0.2 0.0 0.6 -1.25
N 0.591 1.737 1.828 -0.3 0.0 -0.8 0.65
C -0.180 2.719 2.082 0.2 -0.1 0.3 -1.06
C -1.277 2.954 1.152 -0.3 0.2 -0.3 1.06
C -2.075 4.092 1.225 0.0 -0.1 0.1 -0.89
C -2.987 4.340 0.214 0.0 0.0 -0.1 -0.33
C -3.101 3.439 -0.835 0.0 0.0 0.1 -1.00
C -2.300 2.311 -0.817 -0.1 -0.1 0.0 -0.34
N -1.407 2.080 0.141 0.2 -0.2 -0.2 0.20
H 4.193 0.503 0.066 -0.1 0.0 -0.1 0.26
H 7.094 -0.241 1.812 0.0 0.0 0.0 0.45
H 7.103 -0.555 4.275 0.0 0.0 0.0 0.40
H 5.022 -0.203 5.575 0.0 0.0 0.0 0.41
H 2.947 0.469 4.392 0.0 0.0 0.0 0.45
H 0.024 3.413 2.893 0.0 0.0 0.0 0.39
H -1.966 4.768 2.062 0.0 0.0 0.0 0.48
H -3.601 5.231 0.235 0.0 0.0 0.0 0.44
H -3.793 3.603 -1.648 0.0 0.0 0.0 0.46
H -2.359 1.561 -1.600 0.0 0.0 0.0 0.59
C -0.025 -4.023 1.352 0.0 0.0 0.0 -1.72
C -0.617 -3.248 0.206 -0.1 -0.1 0.1 0.54
C 0.056 -3.180 -1.013 -0.1 0.0 0.0 -0.37
C -0.487 -2.508 -2.104 0.0 0.0 0.0 0.89
C 0.233 -2.462 -3.422 -0.1 0.0 0.0 -1.54
C -1.740 -1.913 -1.963 0.0 0.1 0.1 -0.30
C -2.446 -1.987 -0.766 0.0 0.0 0.0 0.73
C -3.837 -1.421 -0.663 0.1 0.0 0.0 -1.66
C -1.860 -2.637 0.319 0.0 -0.2 -0.1 -0.86
H -0.143 -5.093 1.169 0.0 0.0 0.0 0.37
H -0.520 -3.788 2.293 0.0 0.0 0.0 0.39
H 1.042 -3.823 1.461 0.0 0.0 0.0 0.36
H 1.012 -3.683 -1.120 0.0 0.0 0.0 0.62
H -0.222 -3.165 -4.122 0.0 0.0 0.0 0.51
H 1.283 -2.733 -3.309 -0.1 0.0 -0.1 0.27
H 0.173 -1.467 -3.864 0.0 0.0 0.0 0.20
H -2.188 -1.411 -2.814 0.0 0.0 0.0 0.38
H -4.563 -2.173 -0.978 0.0 0.0 0.0 0.39
H -3.962 -0.553 -1.311 0.0 0.0 0.0 0.32
H -4.079 -1.135 0.360 0.0 0.0 0.0 0.39
H -2.400 -2.690 1.259 0.0 0.0 0.0 0.40
O 0.716 0.583 -1.925 -0.5 -0.1 1.1 0.64
As 2.208 0.991 -2.572 0.3 0.2 -0.6 1.06
C 2.864 2.589 -1.729 0.1 -0.1 -0.1 0.48
C 2.006 3.278 -0.883 -0.1 -0.1 0.0 -0.42
C 2.444 4.424 -0.239 0.0 0.0 0.0 -0.50
C 3.738 4.878 -0.452 0.0 0.0 0.0 -0.77
C 4.587 4.200 -1.314 0.0 0.0 0.0 -0.79
C 4.154 3.052 -1.959 0.0 -0.1 0.0 -0.41
C 1.841 1.405 -4.412 0.0 0.0 0.1 0.45
C 2.318 0.635 -5.464 0.0 -0.1 0.1 -0.22
C 1.947 0.952 -6.763 0.0 0.0 0.0 -0.76
C 1.095 2.021 -7.000 0.0 0.0 0.0 -0.49
C 0.613 2.785 -5.945 0.0 0.0 0.0 -0.72
C 0.987 2.479 -4.648 0.1 0.0 0.1 -0.62
C 3.429 -0.489 -2.545 0.0 0.2 0.1 0.66
C 4.663 -0.394 -3.182 0.0 0.1 0.1 -0.70
C 5.534 -1.470 -3.143 0.1 0.0 0.0 -0.90
C 5.170 -2.636 -2.485 -0.1 0.0 0.0 -0.75
C 3.930 -2.735 -1.868 0.1 0.0 0.0 -0.82
C 3.061 -1.658 -1.896 -0.1 0.2 0.2 0.07
H 1.000 2.907 -0.733 0.0 0.0 0.1 0.47
H 1.781 4.956 0.432 0.0 0.0 0.0 0.45
H 4.087 5.767 0.057 0.0 0.0 0.0 0.41
H 5.593 4.565 -1.477 0.0 0.0 0.0 0.45
H 4.823 2.518 -2.622 0.0 0.0 0.0 0.24
H 2.965 -0.212 -5.272 0.0 0.0 0.0 0.41
H 2.322 0.366 -7.591 0.0 0.0 0.0 0.43
H 0.804 2.261 -8.014 0.0 0.0 0.0 0.39
H -0.049 3.619 -6.136 0.0 0.0 0.0 0.41
H 0.619 3.061 -3.811 0.0 0.1 -0.1 0.38
H 4.946 0.515 -3.699 0.1 -0.1 0.0 0.44
H 6.499 -1.401 -3.627 0.0 0.0 0.0 0.45
H 5.852 -3.476 -2.457 0.0 0.0 0.0 0.44
H 3.647 -3.650 -1.364 0.0 0.0 0.0 0.47
H 2.094 -1.714 -1.412 0.1 0.0 0.0 0.20